Entry 1:
{
  "formula": "C6H9DyO4",
  "method": "ωB97M-V with the def2-TZVPD basis set",
  "symbols": ["O", "C", "O", "O", "C", "Dy", "H", "H", "C", "C", "H", "H", "H", "C", "C", "O", "H", "H", "H", "H"],
  "xyz": [[-2.0054, -1.1325, 1.1979], [-1.0005, -0.3668, 1.1731], [-1.0445, 0.7078, 0.5140], [0.1009, -0.8436, 1.7231], [1.4291, -0.4552, 1.3342], [-3.8012, 0.5435, 0.2606], [1.1947, 0.3326, 0.6032], [1.7642, -0.4376, 2.3811], [3.8769, -0.6865, 2.0630], [3.7091, -1.0838, 0.7707], [3.6202, 0.2593, 2.5417], [4.5127, -1.2971, 2.7113], [4.5478, -0.9925, 0.0712], [2.3848, -1.3482, 0.1994], [2.3788, -1.0451, -1.2929], [1.1396, -1.4176, -1.8633], [2.0134, -2.3668, 0.3796], [3.1962, -1.6072, -1.7757], [2.5770, 0.0287, -1.4529], [1.1333, -1.1692, -2.7907]],
  "forces_ev_per_a": [[-2.464, 0.510, 0.381], [0.590, -0.678, -1.742], [-0.994, 1.040, 0.086], [-1.472, -1.560, -0.330], [-1.133, 0.097, -2.815], [3.469, -1.368, 0.950], [0.986, 1.222, 1.373], [1.188, 0.920, -1.352], [1.792, -0.167, 1.905], [-0.029, 0.207, -0.881], [-1.364, -0.742, 0.063], [1.328, 0.845, -0.536], [0.325, -1.626, 0.372], [-1.992, 1.019, 2.012], [-0.436, 0.534, 0.221], [-0.368, -0.016, 0.085], [0.644, -0.142, -0.133], [-0.088, 0.090, 0.359], [-0.034, -0.156, 0.048], [0.053, -0.032, -0.065]],
  "lowdin_spin": [0.0465, 0.0124, 0.0414, 0.0022, 0.0036, 5.8967, -0.0004, -0.0081, -0.3089, 0.2512, -0.0017, -0.0035, -0.0008, 0.0419, 0.0056, 0.0019, 0.0199, -0.0007, 0.0008, 0.0000],
  "homo_lumo_gap_ev": [5.04, 3.84],
  "s2": 12.346,
  "spin_multiplicity": 7,
  "total_charge": 1,
  "lumo_energy_ev": [-4.72, -6.16],
  "homo_ev": [-9.8, -10.0]
}

---

Entry 2:
{
  "formula": "C11H30BeN2O7",
  "method": "ωB97M-V with the def2-TZVPD basis set",
  "symbols": ["Be", "C", "O", "O", "O", "C", "C", "C", "O", "C", "N", "H", "H", "H", "H", "H", "H", "H", "H", "H", "H", "H", "C", "C", "C", "O", "C", "N", "H", "H", "H", "H", "H", "H", "H", "H", "H", "H", "H", "C", "O", "H", "H", "H", "H", "C", "O", "H", "H", "H", "H"],
  "xyz": [[-0.1324, -0.2861, 0.4785], [-1.6470, -2.3913, 1.7230], [-2.2850, -3.4294, 2.0074], [-2.1861, -1.2939, 1.3619], [-0.3556, -2.4179, 1.7187], [2.6453, -2.8474, -2.0576], [1.5480, -1.8990, -1.5827], [0.1376, -2.3576, -1.9354], [-0.7692, -1.3807, -1.4975], [-2.1045, -1.7757, -1.7334], [1.7426, -1.6845, -0.1374], [2.6911, -3.7922, -1.5115], [3.6427, -2.4181, -1.9459], [2.5974, -3.0988, -3.1195], [1.8226, -0.9783, -2.1053], [0.0817, -3.3478, -1.4751], [0.0382, -2.4491, -3.0187], [-2.8341, -1.0637, -1.3562], [-2.4634, -2.6989, -1.2733], [-2.3084, -1.9008, -2.8009], [1.5877, -2.6375, 0.1837], [2.7309, -1.5082, -0.0022], [0.7804, 3.8068, -1.7954], [0.2575, 2.6588, -0.8676], [-1.1846, 2.3703, -1.1493], [-1.7567, 1.3567, -0.3341], [-3.1803, 1.2945, -0.5068], [1.0413, 1.4183, -1.0861], [0.8651, 3.4698, -2.8298], [1.7704, 4.1146, -1.4640], [0.0080, 4.5758, -1.8085], [0.4138, 2.9372, 0.1736], [-1.3726, 2.0680, -2.1842], [-1.7109, 3.3199, -1.0150], [-3.6740, 2.2247, -0.2183], [-3.5124, 0.6464, 0.3073], [-3.5859, 0.8678, -1.4233], [1.1089, 1.1850, -2.0712], [1.9949, 1.7041, -0.8847], [-1.1657, 1.2181, 3.2874], [-0.3126, 1.5755, 2.1785], [-1.6084, 2.0685, 3.8053], [-2.0312, 0.6070, 3.0239], [-0.6372, 0.5087, 3.9249], [0.1304, 2.4038, 2.3731], [2.1438, 0.1029, 3.7297], [1.9943, -0.3589, 2.3860], [1.7615, -0.6376, 4.4362], [3.1920, 0.2808, 3.9711], [1.4942, 0.9620, 3.8785], [2.5959, -1.0926, 2.2422]],
  "forces_ev_per_a": [[-1.254, -2.902, 0.980], [0.435, -2.325, 0.163], [-0.530, 0.382, 0.063], [-0.265, 3.312, -1.369], [2.230, 1.617, -0.934], [0.271, -0.785, -0.619], [1.626, 0.529, -0.926], [1.581, 0.189, 0.150], [-0.122, 0.102, 1.004], [-1.769, -0.247, -0.233], [-1.402, 0.095, -0.865], [-0.335, -0.046, 0.090], [-0.101, 0.333, 0.214], [-0.313, 0.006, -0.047], [-0.590, 0.322, 0.077], [-0.967, -0.004, 0.223], [0.106, -0.197, -0.104], [0.622, 0.346, 0.132], [0.892, -0.214, 0.438], [0.406, 0.174, -0.249], [-0.462, 0.267, 1.289], [0.042, 0.326, 0.099], [-0.909, -1.005, 0.449], [0.843, -0.319, -1.372], [-0.999, 0.218, -0.116], [0.289, 0.300, -0.490], [-0.391, -0.671, 2.147], [0.146, 0.056, 1.111], [0.005, -0.230, 0.018], [-0.191, 0.424, 0.037], [0.500, 0.518, 0.178], [-0.217, 0.002, -0.002], [0.435, 0.133, -0.312], [-0.323, -0.030, 0.166], [0.352, 0.477, -0.606], [0.184, -0.458, -0.190], [0.587, 0.335, -0.409], [-0.620, -0.101, -0.145], [0.231, -0.514, 0.440], [-0.446, -0.925, 0.333], [-0.705, -0.479, -0.281], [0.618, 0.265, 0.089], [0.217, 0.100, -1.114], [0.231, 0.490, 0.402], [0.066, -0.083, 0.096], [-0.315, -0.826, 0.048], [0.109, 0.790, 0.056], [0.063, -0.218, -0.031], [-0.042, 0.405, 0.028], [0.421, 0.258, -0.268], [-0.241, -0.192, 0.162]],
  "nbo_charge": [1.5389, 0.9202, -0.8041, -0.9286, -0.9329, -0.6304, -0.0689, -0.0694, -0.5789, -0.2631, -0.8528, 0.2125, 0.2086, 0.2178, 0.1697, 0.1998, 0.1797, 0.2147, 0.2201, 0.1565, 0.4031, 0.3622, -0.6240, -0.0708, -0.0701, -0.5638, -0.2861, -0.8584, 0.2074, 0.2178, 0.2218, 0.2006, 0.1741, 0.1780, 0.1784, 0.2538, 0.1814, 0.3714, 0.3701, -0.2882, -0.7641, 0.1711, 0.2451, 0.1866, 0.4787, -0.2509, -0.7245, 0.1805, 0.1625, 0.1776, 0.4694],
  "homo_lumo_gap_ev": 5.25,
  "spin_multiplicity": 1,
  "relative_energy_kcal_mol": 0.0,
  "lumo_energy_ev": -0.28,
  "homo_ev": -5.5
}

---

Sequential E_tot output: -38629.2733 -29603.5941 eV
Sequential max |F| output: 0.0748 0.0699 Eh/bohr